Record 1
DFT (ωB97M-V with the def2-TZVPD basis set) results for an isolated molecule of C4H5N3O2S at a distorted geometry.

- SMILES string = C=NS(=O)(=O)n1ccnc1
- energy relative to the best compared isomer or geometry (same formula, charge and spin) (kcal/mol) = 35.1
- frontier orbital gap (eV) = 9.93

Geometry (Å):
C (1.93948, -0.78592, -1.27148)
N (0.85109, -0.29416, -1.62814)
S (-0.60212, -1.36960, -1.17618)
O (-0.17597, -2.44580, -0.34685)
O (-1.38135, -1.59987, -2.33840)
N (-1.35363, -0.20847, -0.22014)
C (-1.36553, -0.16234, 1.15742)
C (-1.69612, 1.11378, 1.48857)
N (-1.86424, 1.86159, 0.35610)
C (-1.64560, 1.06346, -0.63640)
H (2.84829, -0.23284, -1.47289)
H (2.02637, -1.74516, -0.76046)
H (-1.14971, -1.04045, 1.72725)
H (-1.82837, 1.55030, 2.45602)
H (-1.67576, 1.31648, -1.67554)

***

Record 2
DFT (ωB97M-V with the def2-TZVPD basis set) results for an isolated molecule of C4H5N3O3 at a distorted geometry.

- SMILES string = CC(=O)n1[nH]c(=O)[nH]c1=O
- energy relative to the best compared isomer or geometry (same formula, charge and spin) (kcal/mol) = 32.6
- frontier orbital gap (eV) = 10.03

Geometry (Å):
C (-0.06770, 0.05701, -1.66018)
C (-0.93022, 0.31850, -0.44438)
O (-2.06339, 0.66442, -0.47095)
N (-0.35905, 0.17034, 0.81705)
N (-0.82231, 0.64206, 2.05396)
C (0.13780, 0.56997, 2.98113)
O (0.20438, 0.76675, 4.17726)
N (1.28936, -0.01101, 2.38062)
C (1.11477, -0.46006, 1.14005)
O (1.77880, -1.02383, 0.34810)
H (-0.43607, -0.84191, -2.15662)
H (1.05606, -0.13673, -1.54482)
H (-0.29355, 0.88114, -2.37196)
H (-1.80229, 0.94628, 2.32177)
H (1.74654, -0.51603, 3.09496)

***

Record 3
DFT (ωB97M-V with the def2-TZVPD basis set) results for a 2-piece molecular cluster, C4H5N3O4 overall at a distorted geometry.

- energy relative to the best compared isomer or geometry (same formula, charge and spin) (kcal/mol) = 164.8
- frontier orbital gap (eV) = 7.95

Geometry (Å):
C (0.86383, 1.01368, 0.49269)
C (-0.37766, 0.34465, 0.90952)
C (1.73489, 0.08486, 0.16650)
C (-3.11717, 0.08948, 0.01613)
N (-0.11761, -0.88159, 0.71043)
N (1.10812, -1.13128, 0.14546)
N (3.09115, 0.12020, -0.31737)
O (3.49505, 1.24362, -0.51404)
O (3.61272, -0.96135, -0.53570)
O (-3.19087, 1.10244, -0.88177)
O (-2.79034, -1.02342, -0.33409)
H (1.00288, 2.02656, 0.50476)
H (-3.12976, 0.61228, 1.02285)
H (1.68565, -1.91463, -0.13632)
H (-2.92749, 0.73763, -1.82953)
H (-0.94339, -1.46311, 0.58047)

***

Record 4
DFT (ωB97M-V with the def2-TZVPD basis set) results for an isolated molecule of C4H5N3OS at a distorted geometry.

- SMILES string = CC(=O)Nc1nncs1
- energy relative to the best compared isomer or geometry (same formula, charge and spin) (kcal/mol) = 83.4
- frontier orbital gap (eV) = 9.64

Geometry (Å):
C (3.37288, -0.67095, 0.09761)
C (2.07134, 0.17027, -0.07506)
O (2.05927, 1.35093, -0.17944)
N (0.95820, -0.56505, 0.07836)
C (-0.35231, -0.10237, 0.09080)
N (-0.64484, 1.16265, 0.08497)
N (-1.95436, 1.38812, 0.08290)
C (-2.61861, 0.28018, -0.01214)
S (-1.74549, -1.16247, -0.08488)
H (4.09201, -0.16195, 0.01524)
H (3.40545, -1.40620, -0.86715)
H (3.40552, -1.11090, 1.00042)
H (1.03058, -1.54771, 0.25179)
H (-3.83271, 0.05614, 0.06245)

***

Record 5
DFT (ωB97M-V with the def2-TZVPD basis set) results for an isolated molecule of C4H5N3S at a distorted geometry.

- SMILES string = [H]/N=C1\C=CN=CSN1
- energy relative to the best compared isomer or geometry (same formula, charge and spin) (kcal/mol) = 79.6
- frontier orbital gap (eV) = 9.01

Geometry (Å):
H (-3.14618, 0.71398, 0.23821)
N (-2.76456, -0.29949, 0.37933)
C (-1.47565, -0.17638, 0.03920)
C (-0.91304, 1.06612, -0.47542)
C (0.25549, 1.67549, -0.22966)
N (1.32782, 1.28255, 0.49822)
C (1.86306, 0.20429, 0.42305)
S (1.07510, -1.16162, -0.35759)
N (-0.53192, -1.19159, 0.06234)
H (-1.62814, 1.73851, -0.97724)
H (0.51250, 2.74133, -0.54963)
H (2.92658, 0.03125, 0.81877)
H (-0.46498, -1.79663, 1.06916)

***

Record 6
DFT (ωB97M-V with the def2-TZVPD basis set) results for C4H5N4S5 as an isolated structure at a distorted geometry.

- net charge = +1
- energy relative to the best compared isomer or geometry (same formula, charge and spin) (kcal/mol) = 3.7
- frontier orbital gap (spin up / spin down) (eV) = 4.29 / 4.29

Geometry (Å):
C (2.30611, 0.22586, 0.79612)
C (2.73578, 0.24780, -0.54428)
C (-3.14795, -1.88887, -0.29955)
C (-1.80744, -1.28137, -0.33207)
N (3.67736, 1.28497, -0.65512)
N (4.00241, 1.90540, 0.44062)
N (-2.75073, -1.70941, -1.47782)
N (-2.96380, 0.94112, 0.41874)
S (3.14305, 1.35577, 1.69298)
S (-1.50148, 0.48567, 0.01263)
S (-0.40643, -2.36017, 0.08321)
S (-3.25077, 2.38478, 1.17252)
S (2.02457, -0.64716, -1.71829)
H (1.58593, -0.33638, 1.33351)
H (-4.04720, -2.29179, 0.22642)
H (4.42872, 1.37669, -1.32401)
H (0.58002, -2.09093, -0.94937)
H (-4.60815, 2.39801, 1.12378)

***

Record 7
DFT (ωB97M-V with the def2-TZVPD basis set) results for an isolated molecule of C4H5NO at a distorted geometry.

- SMILES string = O=C1C[C@H]2N[C@@H]12
- energy relative to the best compared isomer or geometry (same formula, charge and spin) (kcal/mol) = 68.3
- frontier orbital gap (eV) = 10.44

Geometry (Å):
O (0.21083, -2.27827, 0.28354)
C (0.10697, -1.08694, 0.15095)
C (-1.14069, -0.18163, -0.02327)
C (-0.21319, 0.92127, -0.45186)
N (0.74060, 1.20706, 0.54678)
C (1.09443, -0.01913, -0.14701)
H (-1.83112, -0.59797, -0.75917)
H (-1.68518, 0.07157, 0.89033)
H (0.21578, 1.08570, -1.45499)
H (0.37978, 0.99727, 1.47330)
H (2.12179, -0.11892, -0.50861)

***

Record 8
DFT (ωB97M-V with the def2-TZVPD basis set) results for an isolated molecule of C4H5NO at a distorted geometry.

- SMILES string = N#CCCC=O
- energy relative to the best compared isomer or geometry (same formula, charge and spin) (kcal/mol) = 15.5
- frontier orbital gap (eV) = 11.29

Geometry (Å):
N (0.41210, 2.91937, 0.76763)
C (-0.07073, 1.87881, 0.61892)
C (-0.66396, 0.55249, 0.43332)
C (0.38809, -0.55552, 0.25860)
C (0.30499, -1.22995, -1.09480)
O (-0.48749, -0.93661, -1.95596)
H (-1.31393, 0.34921, 1.28918)
H (-1.29763, 0.57802, -0.46064)
H (1.41011, -0.17420, 0.37593)
H (0.27818, -1.33677, 1.02122)
H (1.04027, -2.04485, -1.25341)